This record from the Open Molecules 2025 dataset describes the ion C2H5N2O with charge +1 at a distorted geometry. The level of theory is wB97M-V/def2-TZVPD.

E ... -263.4671 a.u.
Kohn-Sham gap (spin up / spin down) ... 7.0 / 10.1 eV
HOMO (spin up / spin down) ... -14.01 / -15.26 eV
LUMO level (spin up / spin down) ... -0.25578 / -0.19087 hartree

```
! wB97M-V def2-TZVPD RIJCOSX def2/J DEFGRID3
* xyz 1 1
C 0.2665 -0.1731 0.6389
C -0.8298 -0.6992 -0.2213
N -1.4163 1.4203 0.2696
N 1.4639 0.0812 0.3904
O -1.9010 0.2821 -0.0925
H -0.4884 -0.7688 -1.2883
H -1.1174 -1.7207 -0.0489
H -2.1681 2.0809 0.6306
H 2.0784 0.2053 -0.4363
H 1.7617 0.7387 1.1457
*
```

For each atom in turn, the Mulliken charge in e is:
1 C 0.143
2 C -0.090
3 N -0.352
4 N -0.228
5 O -0.038
6 H 0.286
7 H 0.317
8 H 0.284
9 H 0.310
10 H 0.368


This record from the Open Molecules 2025 dataset describes a cluster of 2 separate species, C2H5N2O in total at a distorted geometry. The level of theory is wB97M-V/def2-TZVPD.

E ... -263.4387 a.u.
Kohn-Sham gap (spin up / spin down) ... 8.9 / 9.2 eV
HOMO (spin up / spin down) ... -14.97 / -15.48 eV
LUMO level (spin up / spin down) ... -0.22204 / -0.23025 hartree

```
! wB97M-V def2-TZVPD RIJCOSX def2/J DEFGRID3
* xyz 1 1
C 0.2858 1.2510 -0.2657
C 0.3132 -0.9986 -0.3103
N 1.6285 0.7221 -0.0766
N -0.5044 -0.0206 -0.3262
O 1.5557 -0.5888 -0.1191
H -0.0977 1.8515 0.5166
H 0.1375 1.9286 -1.1120
H 1.2101 -2.1570 1.1076
H 0.2691 -1.9291 -0.7016
H -1.4327 0.1205 -0.7223
*
```

For each atom in turn, the Mulliken charge in e is:
1 C -0.321
2 C -0.212
3 N -0.053
4 N -0.062
5 O -0.062
6 H 0.332
7 H 0.319
8 H 0.153
9 H 0.592
10 H 0.314


This record from the Open Molecules 2025 dataset describes the ion C2H5N2O with charge +1 at a distorted geometry. The level of theory is wB97M-V/def2-TZVPD.

E ... -263.4434 a.u.
Kohn-Sham gap (spin up / spin down) ... 8.6 / 8.0 eV
HOMO (spin up / spin down) ... -13.80 / -15.28 eV
LUMO level (spin up / spin down) ... -0.18982 / -0.26723 hartree

```
! wB97M-V def2-TZVPD RIJCOSX def2/J DEFGRID3
* xyz 1 3
C -0.6097 0.1799 -0.5631
C 0.8996 0.5545 0.0491
N -0.5001 0.0313 1.8395
N -0.8076 -0.7599 -1.3826
O 0.5014 0.7451 1.3859
H 1.5282 -0.3408 -0.2296
H 1.5036 1.5082 -0.3700
H -0.7156 0.3785 2.8923
H -0.0828 -1.1799 -1.9960
H -1.7171 -1.1171 -1.6253
*
```

For each atom in turn, the Mulliken charge in e is:
1 C 0.291
2 C -0.095
3 N -0.395
4 N -0.220
5 O -0.063
6 H 0.276
7 H 0.325
8 H 0.310
9 H 0.279
10 H 0.293


This record from the Open Molecules 2025 dataset describes the ion C2H5N2O3 with charge +1 at a distorted geometry. The level of theory is wB97M-V/def2-TZVPD.

E ... -413.8743 a.u.
Kohn-Sham gap (spin up / spin down) ... 8.5 / 8.5 eV
HOMO (spin up / spin down) ... -15.14 / -15.14 eV
LUMO level (spin up / spin down) ... -0.24558 / -0.24558 hartree

```
! wB97M-V def2-TZVPD RIJCOSX def2/J DEFGRID3
* xyz 1 1
C -2.2104 -0.3259 0.1399
O -1.2070 0.2778 -0.6655
N -0.2874 0.9910 -0.0869
O 0.8593 -0.0057 0.5192
C 1.7736 -0.1608 -0.3569
N 3.1524 -0.1118 -0.0794
O 4.1262 -0.6558 0.1800
H -3.1753 -0.0228 -0.2993
H -2.2155 0.2447 0.9941
H -1.9267 -1.3720 0.1717
H -0.4392 1.2339 0.8880
H 1.5502 -0.0927 -1.4050
*
```

For each atom in turn, the Mulliken charge in e is:
1 C -0.591
2 O -0.093
3 N -0.094
4 O -0.305
5 C 0.295
6 N 0.425
7 O -0.202
8 H 0.276
9 H 0.365
10 H 0.252
11 H 0.313
12 H 0.357


This record from the Open Molecules 2025 dataset describes an isolated molecule of C2H5N2OP at a distorted geometry. The level of theory is wB97M-V/def2-TZVPD.

E ... -605.3015 a.u.
Kohn-Sham gap ... 10.2 eV
HOMO ... -9.53 eV
LUMO level ... 0.02537 hartree

```
! wB97M-V def2-TZVPD RIJCOSX def2/J DEFGRID3
* xyz 0 1
O 2.2300 -0.4420 0.0218
C 1.0405 -0.2600 -0.0231
C 0.3168 1.0607 -0.0052
N -1.1058 0.8025 0.2699
P -1.5484 -0.9176 -0.0162
N 0.1127 -1.2972 -0.0628
H 0.7494 1.7683 0.6035
H 0.5241 1.3568 -1.1007
H -1.1240 0.8299 1.2842
H -1.4695 -0.6177 -1.3591
H 0.2743 -2.2836 0.3876
*
```

For each atom in turn, the Mulliken charge in e is:
1 O -0.586
2 C 0.442
3 C -0.361
4 N -0.508
5 P 0.058
6 N -0.249
7 H 0.364
8 H 0.162
9 H 0.318
10 H 0.046
11 H 0.312


This record from the Open Molecules 2025 dataset describes a structure of composition C2H5N2P at a distorted geometry. The level of theory is wB97M-V/def2-TZVPD.

E ... -529.9352 a.u.
Kohn-Sham gap (spin up / spin down) ... 9.4 / 7.1 eV
HOMO (spin up / spin down) ... -9.34 / -7.09 eV
LUMO level (spin up / spin down) ... 0.00390 / 0.00103 hartree

```
! wB97M-V def2-TZVPD RIJCOSX def2/J DEFGRID3
* xyz 0 1
C 0.5008 -0.3251 0.9434
C -0.6846 -0.1308 -0.0250
N 1.4968 0.6535 0.8596
N -0.1618 0.3610 -1.2939
P 1.2720 1.1583 -1.3891
H 0.1095 -0.3208 1.9716
H 0.9284 -1.3319 0.7652
H -1.2057 -1.0794 -0.1820
H -1.4010 0.5973 0.3777
H -0.8545 0.4181 -2.0275
*
```

For each atom in turn, the Mulliken charge in e is:
1 C -0.333
2 C -0.453
3 N -0.486
4 N -0.147
5 P -0.002
6 H 0.351
7 H 0.272
8 H 0.282
9 H 0.261
10 H 0.254


This record from the Open Molecules 2025 dataset describes a cluster of 2 separate species, C2H5N2S2 in total at a distorted geometry. The level of theory is wB97M-V/def2-TZVPD.

E ... -984.5841 a.u.
Kohn-Sham gap (spin up / spin down) ... 6.3 / 6.3 eV
HOMO (spin up / spin down) ... -14.16 / -14.16 eV
LUMO level (spin up / spin down) ... -0.29013 / -0.29016 hartree

```
! wB97M-V def2-TZVPD RIJCOSX def2/J DEFGRID3
* xyz 1 1
C 0.0481 1.1875 -0.0322
C -1.2844 -1.1055 0.1887
N 2.7913 0.5683 -0.4468
N 0.9129 0.0968 -0.1473
S -1.6505 0.5841 -0.4033
S 0.4874 -1.4345 -0.1653
H 0.0821 1.6093 0.9809
H 0.3154 1.9791 -0.7407
H -1.4456 -1.2025 1.2618
H -1.9060 -1.8178 -0.3528
H 3.2099 -0.3651 -0.4429
*
```

For each atom in turn, the Mulliken charge in e is:
1 C -0.348
2 C -0.616
3 N -0.142
4 N -0.029
5 S 0.019
6 S 0.394
7 H 0.351
8 H 0.346
9 H 0.386
10 H 0.418
11 H 0.221


This record from the Open Molecules 2025 dataset describes an isolated molecule of C2H5N3 at a distorted geometry. The level of theory is wB97M-V/def2-TZVPD.

E ... -243.4374 a.u.
Kohn-Sham gap ... 10.5 eV
HOMO ... -9.52 eV
LUMO level ... 0.03505 hartree

```
! wB97M-V def2-TZVPD RIJCOSX def2/J DEFGRID3
* xyz 0 1
H -2.5556 -0.8163 0.1477
N -2.0245 -0.7239 1.0599
C -0.8423 -0.2105 0.8839
N -0.1895 0.0972 -0.3076
C 1.1992 0.2566 -0.2216
N 1.9427 0.5813 -1.2217
H 1.4934 0.8065 -2.2083
H -0.1497 0.0073 1.7803
H -0.6180 -0.1835 -1.2028
H 1.5877 0.2267 0.7950
*
```

For each atom in turn, the Mulliken charge in e is:
1 H 0.202
2 N -0.597
3 C 0.215
4 N -0.287
5 C 0.131
6 N -0.617
7 H 0.231
8 H 0.193
9 H 0.262
10 H 0.266


This record from the Open Molecules 2025 dataset describes an isolated molecule of C2H5N3 at a distorted geometry. The level of theory is wB97M-V/def2-TZVPD.

E ... -243.3699 a.u.
Kohn-Sham gap ... 9.3 eV
HOMO ... -8.83 eV
LUMO level ... 0.01815 hartree

```
! wB97M-V def2-TZVPD RIJCOSX def2/J DEFGRID3
* xyz 0 1
H 3.1358 -0.6877 0.3284
N 2.1879 -0.8023 0.0041
C 1.4291 0.2143 -0.1515
N 0.1011 0.2776 -0.1293
N -0.9063 -0.6746 -0.2371
C -2.1977 -0.3067 0.0951
H 1.8506 1.1703 0.1207
H -0.2537 1.1612 -0.2702
H -2.4620 0.7107 0.3790
H -2.8848 -1.0628 -0.1392
*
```

For each atom in turn, the Mulliken charge in e is:
1 H 0.238
2 N -0.615
3 C 0.093
4 N 0.080
5 N -0.495
6 C -0.328
7 H 0.254
8 H 0.231
9 H 0.255
10 H 0.288


This record from the Open Molecules 2025 dataset describes a cluster of 2 separate species, C2H5N3 in total at a distorted geometry. The level of theory is wB97M-V/def2-TZVPD.

E ... -243.3334 a.u.
Kohn-Sham gap ... 9.8 eV
HOMO ... -9.05 eV
LUMO level ... 0.02854 hartree

```
! wB97M-V def2-TZVPD RIJCOSX def2/J DEFGRID3
* xyz 0 1
H -2.4951 -0.6393 -2.4151
N -1.7114 -0.8532 -1.7904
N -0.6100 -0.7134 -2.1945
H -0.6465 -0.6549 -3.2601
C -0.1487 1.9609 0.4115
C 0.2845 0.8047 0.3137
N 0.7011 -0.3534 0.5006
H 0.4624 2.7477 0.7458
H -1.1660 2.1389 0.3451
H 0.9544 -0.7807 -0.3683
*
```

For each atom in turn, the Mulliken charge in e is:
1 H 0.215
2 N -0.247
3 N -0.164
4 H 0.193
5 C -0.968
6 C 0.623
7 N -0.503
8 H 0.265
9 H 0.273
10 H 0.313